Density functional theory data (ωB97M-V/def2-TZVPD) for C24H31BrIN6O6Se2Ti as an isolated structure.

Computed properties:
Energy above the lowest of the compared OMol25 structures with the same formula, charge and spin ... 148.6 kJ/mol
Total charge ... -1
Strongest force on any atom ... 0.8 eV/Å
Kohn-Sham gap ... 6.13 eV

Last column: Mulliken charge in e.
Element x y z (Å)
Ti: -0.381 0.229 -0.995  0.9065
Br: -1.939 2.599 -3.625  -0.1039
C: -3.009 2.071 -2.171  0.3439
C: -4.202 2.743 -1.971  -0.7514
C: -4.985 2.398 -0.880  -0.3594
C: -4.550 1.397 -0.031  -0.8786
C: -3.341 0.784 -0.307  0.5794
N: -2.579 1.098 -1.371  0.3314
C: -2.746 -0.230 0.633  0.2896
O: -3.428 -0.739 1.500  -0.7533
O: -1.500 -0.448 0.410  0.1014
H: -4.486 3.529 -2.654  0.4330
H: -5.914 2.921 -0.693  0.4063
H: -5.096 1.084 0.846  0.5092
O: 3.734 3.817 1.575  -0.5246
C: 3.790 3.557 0.176  -1.5796
C: 2.601 2.682 -0.259  2.3641
C: 2.819 2.481 -1.766  -1.5971
O: 1.634 2.097 -2.375  0.3854
C: 2.641 1.427 0.620  -1.2375
Se: 1.851 -0.258 -0.008  -0.3775
C: 1.326 3.482 0.006  -1.5213
Se: -0.436 2.618 -0.153  -0.2514
H: 4.476 4.382 1.803  0.3225
H: 4.720 3.024 -0.070  0.4760
H: 3.772 4.498 -0.388  0.4806
H: 3.628 1.759 -1.950  0.2910
H: 3.140 3.451 -2.174  0.5161
H: 1.669 2.167 -3.350  -0.3386
H: 2.166 1.645 1.575  0.2480
H: 3.681 1.158 0.816  0.5767
H: 1.297 4.349 -0.657  0.4514
H: 1.363 3.838 1.035  0.5762
C: -1.321 -0.566 6.754  -1.4743
C: -0.891 -0.101 5.393  0.9881
C: -0.568 -1.004 4.387  -0.9631
C: -0.144 -0.527 3.154  -0.1222
N: -0.037 0.766 2.877  0.0469
C: -0.362 1.633 3.828  -0.3542
C: -0.784 1.253 5.093  -0.7751
H: -1.768 -1.559 6.706  0.3668
H: -2.048 0.118 7.192  0.3679
H: -0.466 -0.618 7.432  0.2748
H: -0.658 -2.071 4.551  0.3844
H: 0.097 -1.200 2.337  0.2738
H: -0.293 2.682 3.559  0.3849
H: -1.040 2.005 5.830  0.3725
N: -0.422 -0.561 -4.957  -0.5287
C: 0.316 -0.648 -3.779  0.3575
O: -0.216 0.076 -2.791  0.3408
C: 1.443 -1.374 -3.644  -1.0880
I: 1.859 2.359 -5.945  -0.8548
H: -0.953 0.299 -4.948  0.1911
H: 0.204 -0.524 -5.755  0.2803
H: 1.869 -1.861 -4.510  0.2188
H: 1.998 -1.346 -2.719  0.0992
C: -0.991 -4.073 -3.052  -0.6946
N: -0.394 -4.199 -1.726  0.3089
C: 0.026 -5.385 -1.239  -0.1284
C: 0.648 -5.479 -0.039  -1.1328
C: 0.849 -4.255 0.656  0.9202
N: 0.403 -3.105 0.212  0.0754
C: -0.234 -3.035 -0.967  -0.1803
O: -0.661 -1.989 -1.458  -0.7505
N: 1.503 -4.231 1.845  -0.4372
H: -0.748 -4.964 -3.627  0.3699
H: -0.578 -3.189 -3.536  0.1273
H: -2.073 -3.963 -2.972  0.2429
H: -0.154 -6.245 -1.870  0.3624
H: 0.984 -6.428 0.348  0.3529
H: 2.113 -4.994 2.076  0.2316
H: 1.779 -3.310 2.156  0.2303